1.
Computed, not measured: a structure of composition C18H23Br3Cl6O15 at a distorted geometry, with ωB97M-V with the def2-TZVPD basis set.

Last column: Mulliken charge in e.
Atoms and positions in Å:
C -2.61064 1.16866 1.15768  1.52
Br -3.63624 -0.55453 0.92592  0.04
Br -2.44542 1.48670 3.10618  -0.14
Br -3.50903 2.70480 0.25768  -0.14
H -1.57446 1.00175 0.86343  -1.01
C -2.81673 -1.21642 -2.07502  0.88
Cl -4.48957 -1.28180 -1.43130  -0.22
Cl -2.77327 -1.37196 -3.85641  -0.16
Cl -1.68414 -2.28162 -1.30085  0.39
H -2.36085 -0.25379 -1.84345  -0.13
C 0.07468 -0.21324 -1.07070  0.14
Cl 0.80222 -1.74055 -1.37241  0.06
Cl -1.08540 -0.34296 0.22907  -1.03
Cl -0.80925 0.36918 -2.54648  -0.23
H 0.81041 0.55423 -0.83024  -0.36
C -1.31625 3.93594 1.01983  -0.31
C -0.85958 4.58864 -0.22254  -0.73
O -0.44255 3.48562 -1.02316  -0.19
C -0.03707 2.50199 -0.21614  0.88
O 0.51175 1.44116 -0.49187  -0.21
O -0.53851 2.77724 0.98079  -0.34
H -2.38272 3.71166 1.04055  0.26
H -0.94178 4.52405 1.85769  0.30
H -0.00219 5.22629 -0.00719  0.34
H -1.68400 5.16845 -0.63756  0.40
C 2.77706 1.15194 0.20867  0.15
C 2.03607 1.08438 1.53375  -0.25
O 1.85047 -0.26763 1.81016  -0.19
C 2.17871 -1.02550 0.75580  -0.11
O 2.03493 -2.22909 0.62621  -0.44
O 2.68953 -0.17412 -0.19419  -0.18
H 3.80498 1.50426 0.29445  0.48
H 2.21685 1.82124 -0.44425  -0.47
H 1.04871 1.54549 1.50937  0.05
H 2.64745 1.64037 2.24451  0.60
C -0.05135 -1.37487 2.18851  0.37
C -1.44973 -1.08650 2.67556  1.09
O -1.74828 -2.22883 3.38587  -0.44
C -0.91192 -3.21711 3.06137  0.38
O -0.87226 -4.31345 3.62489  -0.63
O 0.01796 -2.77688 2.22486  -0.46
H 0.67620 -0.95979 2.88598  0.83
H 0.21044 -1.07698 1.17320  -0.76
H -2.08987 -0.90666 1.81187  -0.49
H -1.39566 -0.23654 3.35582  0.36
C 1.19192 2.56934 -2.27753  -0.35
C 2.41530 2.83430 -3.11334  -0.49
O 3.11729 1.60650 -2.94739  -0.39
C 2.24866 0.64656 -2.67800  0.61
O 2.37647 -0.57354 -2.77552  -0.55
O 1.11425 1.15757 -2.38487  0.05
H 0.33218 3.08914 -2.70032  0.38
H 1.24546 2.85816 -1.22786  0.12
H 2.99013 3.60256 -2.59622  0.35
H 2.26121 3.13725 -4.14900  0.23
C -0.14671 -3.47967 -0.42873  1.22
C 0.94426 -4.12281 0.38171  -0.93
O 0.47055 -5.39050 0.49968  -0.40
C -0.72053 -5.56626 -0.12085  0.45
O -1.38481 -6.58191 -0.15195  -0.62
O -1.03384 -4.48612 -0.82506  -0.48
H 0.28179 -2.97435 -1.29427  0.50
H -0.65270 -2.78669 0.24345  -0.76
H 1.14142 -3.69798 1.36596  0.64
H 1.93800 -4.10477 -0.06580  0.49

## Properties
Relative energy (zero: lowest compared OMol25 entry of this formula, charge and spin) ... 36.526 eV
Energy ... -334976.57595 eV
Gap between HOMO and LUMO ... 6.4086 eV
E_HOMO ... -7.48 eV
Largest force on an atom ... 19.3 eV/A

2.
Computed, not measured: an isolated molecule of C18H23BrN2O3, with ωB97M-V with the def2-TZVPD basis set.

Last column: Mulliken charge in e.
Atoms and positions in Å:
C 1.64651 -1.50687 4.32678  -1.19
C 1.84511 -0.27009 3.45751  -0.97
C 1.16467 -0.32564 2.08382  0.96
C 1.66739 -1.45392 1.17685  0.46
C 3.11620 -1.27945 0.74038  -1.51
C -0.35891 -0.42567 2.23127  -1.42
O -1.01082 -0.15474 0.99512  -0.12
C -1.28115 1.13825 0.72168  0.58
O -1.03835 2.04191 1.49117  -0.70
C -1.88418 1.28059 -0.60067  -1.03
C -2.23345 2.48276 -1.11921  0.80
C -2.09220 3.77998 -0.39940  -1.24
N -2.75429 2.54813 -2.38407  -0.11
C -3.14708 1.44646 -3.13792  0.17
O -3.70970 1.58731 -4.19930  -0.68
N -2.88969 0.25278 -2.56722  0.00
C -2.03978 0.01821 -1.41289  -0.40
C -0.69125 -0.52084 -1.86467  0.37
C 0.36695 0.34164 -2.12483  0.10
C 1.59417 -0.13309 -2.55090  -0.99
C 1.78723 -1.49201 -2.73100  -0.59
C 0.74650 -2.37052 -2.49200  -0.62
C -0.47658 -1.87904 -2.06750  0.37
Br -1.87943 -3.14117 -1.77238  -0.17
H 2.05994 -2.39264 3.85230  0.28
H 2.15426 -1.36932 5.27886  0.42
H 0.59263 -1.67927 4.52773  0.27
H 2.91390 -0.10811 3.30865  0.42
H 1.45729 0.60148 3.98981  0.45
H 1.37006 0.62819 1.58230  0.28
H 1.54891 -2.41306 1.68319  0.36
H 1.03351 -1.47239 0.28800  -0.53
H 3.79302 -1.34397 1.58824  0.45
H 3.25462 -0.31331 0.25948  0.28
H 3.38828 -2.05623 0.02924  0.38
H -0.66453 -1.43854 2.49905  0.46
H -0.71270 0.28809 2.98234  0.41
H -2.32929 4.61622 -1.05294  0.37
H -2.75522 3.79821 0.46365  0.30
H -1.08249 3.88946 -0.01051  0.28
H -3.02291 3.44384 -2.76610  0.23
H -3.16531 -0.55665 -3.10386  0.29
H -2.52417 -0.74401 -0.78697  0.89
H 0.22013 1.40177 -1.98184  0.36
H 2.40000 0.55888 -2.74175  0.43
H 2.74290 -1.87108 -3.05849  0.45
H 0.87928 -3.43253 -2.63099  0.41

## Properties
Relative energy (zero: lowest compared OMol25 entry of this formula, charge and spin) ... 0.000 eV
Energy ... -98206.37655 eV
Gap between HOMO and LUMO ... 9.4211 eV
E_HOMO ... -8.81 eV
Largest force on an atom ... 0.7 eV/A

3.
Computed, not measured: a structure of composition C18H23CrOS5 at a distorted geometry, with ωB97M-V with the def2-TZVPD basis set.

Last column: Mulliken spin population.
Atoms and positions in Å:
Cr 0.10557 0.70128 -1.72611  3.04
C 1.02424 -1.96475 -3.39022  0.00
C 0.30091 -1.02336 -4.33093  0.02
S -1.14971 -0.22941 -3.50204  -0.02
C -1.09566 1.40095 -4.37103  0.02
C -1.84105 2.46360 -3.58652  0.00
S -1.24022 2.63818 -1.85895  -0.04
C 0.05105 3.94280 -1.93305  0.00
C 1.42377 3.47546 -2.38000  0.02
S 2.00365 2.04720 -1.35919  -0.06
C 2.96645 1.11644 -2.63334  0.03
C 3.12524 -0.33478 -2.21675  -0.01
S 1.54479 -1.18171 -1.81395  -0.04
H 1.90646 -2.39439 -3.86670  0.00
H 0.36826 -2.77938 -3.07637  0.00
H -0.08416 -1.57305 -5.19185  0.00
H 0.96537 -0.23486 -4.68990  0.00
H -1.55740 1.26218 -5.35095  0.00
H -0.04888 1.68054 -4.51488  0.01
H -2.89511 2.19777 -3.48195  0.00
H -1.77872 3.43432 -4.07981  0.00
H 0.09404 4.30550 -0.90423  0.00
H -0.31799 4.74621 -2.57176  0.00
H 2.14732 4.28081 -2.23485  0.00
H 1.43431 3.18420 -3.43262  0.00
H 3.94823 1.58744 -2.71784  0.00
H 2.45587 1.20982 -3.59620  0.00
H 3.69971 -0.39673 -1.29131  0.00
H 3.63700 -0.91392 -2.98516  0.00
C -0.35277 -3.69871 7.61829  0.00
C -1.37209 -3.62653 6.56381  0.00
O -1.71555 -4.39710 5.74208  0.00
S -2.13814 -1.89109 6.62270  0.02
C -1.77897 -1.34637 4.99720  0.05
C -1.79771 -2.19228 3.88380  -0.02
C -1.44134 -1.69022 2.65603  0.05
C -1.05663 -0.34727 2.51347  -0.04
C -1.07329 0.50150 3.62985  0.04
C -1.44139 0.00733 4.85773  -0.02
C -0.66044 0.09779 1.24327  0.25
C -0.31129 0.39811 0.11589  -0.28
H 0.07553 -4.69608 7.67049  0.00
H -0.79488 -3.41229 8.57268  0.00
H 0.43598 -2.98068 7.39614  0.00
H -2.08506 -3.22793 3.97511  0.00
H -1.45311 -2.32904 1.78746  0.00
H -0.78670 1.53465 3.51643  0.00
H -1.44550 0.64786 5.72606  0.00

## Properties
Spin multiplicity ... 4
Energy ... -103667.56294 eV
Gap between HOMO and LUMO (spin up / spin down) ... 4.5939 / 4.8823 eV
E_HOMO (spin up / spin down) ... -12.16 / -12.23 eV
Largest force on an atom ... 1.8 eV/A
Total charge ... +2

4.
Computed, not measured: a structure of composition C18H23CuN5O3S2 at a distorted geometry, with ωB97M-V with the def2-TZVPD basis set.

Last column: Mulliken spin population.
Atoms and positions in Å:
C -0.67965 -2.07277 -4.23278  0.01
C -1.44202 -1.02739 -4.55767  0.26
H -1.17075 -2.97138 -3.87869  0.02
H 0.37061 -2.12907 -4.47229  0.02
C -1.79737 0.26411 -4.14931  -0.13
C -1.72765 0.94000 -2.96072  0.69
H -2.32165 0.68719 -2.06487  0.01
H -1.70539 2.06598 -3.07465  0.03
C -1.80802 -1.64323 -5.93526  0.01
H -1.44138 -2.67438 -6.02724  0.00
H -1.32635 -1.08601 -6.73709  0.00
H -2.88755 -1.72077 -5.99859  0.02
C -2.38481 1.03251 -5.36879  0.07
H -3.32890 0.61519 -5.75681  -0.01
H -1.66218 0.97671 -6.18557  -0.01
H -2.51313 2.09054 -5.13739  0.00
Cu 0.46826 0.65753 2.89202  0.00
O 0.31858 0.13170 1.00649  0.00
C 1.37968 0.12070 0.29633  0.01
O 1.80738 1.98011 2.33010  0.00
C 2.20987 2.16557 1.15178  0.00
O 2.91133 3.21121 0.76608  0.00
N 2.01197 1.31842 0.09099  0.00
C 3.28919 3.05157 -0.66040  0.00
C 2.49849 1.90327 -1.19347  0.00
H 4.35549 2.85573 -0.70706  0.00
H 3.07178 3.99784 -1.14022  0.00
H 3.04134 1.16523 -1.77890  0.00
H 1.64104 2.25452 -1.77138  0.00
C 1.83881 -1.15568 -0.13427  0.00
C 1.06518 -2.15471 0.45258  0.00
H 2.65889 -1.36459 -0.89383  0.00
H -0.00695 -1.93773 0.22682  0.00
H 1.29220 -3.15453 0.05033  0.00
N -2.48030 2.05189 2.55902  0.00
C -2.33990 1.20889 3.58671  0.00
N -1.21789 0.52572 3.80589  0.00
C -1.31146 -0.35517 4.88043  0.00
C -2.52382 -0.27972 5.54317  0.00
S -3.56691 0.87880 4.78425  0.00
C -0.15221 -1.16190 5.00642  0.00
C 0.22222 -2.20707 5.83162  0.00
S 1.74955 -2.84662 5.33993  0.00
C 1.83090 -1.70184 4.03100  0.00
N 0.79549 -0.85907 4.04243  0.00
N 2.83981 -1.61083 3.16620  0.00
H -3.36147 2.53837 2.44140  0.00
H -1.75407 2.10868 1.85349  0.00
H -2.76104 -0.86256 6.42255  0.00
H -0.36685 -2.54974 6.67104  0.00
H 3.57905 -2.30314 3.20627  0.00
H 2.79257 -0.96811 2.38192  0.00

## Properties
Relative energy (zero: lowest compared OMol25 entry of this formula, charge and spin) ... 6.341 eV
Spin multiplicity ... 2
Energy ... -98921.17320 eV
Gap between HOMO and LUMO (spin up / spin down) ... 3.5764 / 3.6786 eV
E_HOMO (spin up / spin down) ... -11.88 / -11.88 eV
Largest force on an atom ... 5.6 eV/A
Total charge ... +2